[1]
Below is a molecular structure, C12H40AgClN8O12 at a distorted geometry, with properties calculated with ωB97M-V/def2-TZVPD.

Summary:
- 2S+1: 2
- E: -2428.74840 Ha
- Frontier orbital gap (alpha / beta): 8.099 / 2.441 eV
- LUMO energy (alpha / beta): -3.049 / -8.705 eV
- <S²>: 0.754
- M: 631.82 Da
- Net charge: +1

```
74
C12H40AgClN8O12 | the Open Molecules 2025 dataset | ωB97M-V/def2-TZVPD
Ag 3.11059 2.75207 0.08274
Cl 0.09491 0.34899 0.47718
O 1.04078 -0.62722 0.97376
O 0.80060 1.60645 0.46816
O -0.29525 -0.16593 -0.75680
O -1.06646 0.43695 1.34917
C -2.41393 2.95649 -5.14181
C -2.40999 1.83695 -4.10693
O -1.34904 2.01204 -3.26143
H -3.01187 2.66437 -6.00507
H -1.45775 3.13588 -5.63338
H -2.76684 3.93734 -4.82322
H -2.27820 0.81600 -4.46528
H -3.29623 1.87730 -3.47364
H -1.28295 1.28320 -2.64013
C -4.27665 1.69613 2.86074
C -5.64791 1.24288 2.36983
O -6.66161 1.84765 3.19389
H -4.00570 2.71211 2.57355
H -3.47487 1.01306 2.58029
H -4.17501 1.66559 3.94556
H -5.80683 0.19180 2.61082
H -5.86110 1.34822 1.30609
H -6.72872 2.78427 2.99433
C 1.33196 -3.37253 -3.02972
C 0.58709 -2.25568 -3.71461
O 0.15315 -2.61059 -4.99683
H 0.79975 -4.32077 -2.95422
H 1.46216 -3.08924 -1.98526
H 2.32780 -3.54845 -3.43646
H 1.23156 -1.37692 -3.73769
H -0.27630 -1.83430 -3.19974
H 0.97196 -2.81318 -5.45521
C 4.02836 -1.26555 4.23966
C 4.40836 -1.16398 2.77117
O 3.81355 -2.25161 2.08891
H 2.94040 -1.20377 4.26471
H 4.33624 -0.47700 4.92631
H 4.35679 -2.22819 4.63153
H 5.48789 -1.30978 2.73280
H 4.23029 -0.24010 2.22086
H 2.88269 -2.03384 2.00126
C -1.65109 -3.81135 -0.21391
O -2.35340 -4.79651 -0.48937
N -0.60161 -3.84123 0.48033
N -1.92295 -2.64192 -0.69626
H -0.15312 -2.94881 0.63041
H -0.34198 -4.72429 0.89613
H -2.66107 -2.68421 -1.38438
H -1.21673 -1.92074 -0.66079
C 2.56708 2.20189 3.35882
O 3.07812 2.22303 2.25319
N 2.99266 3.03164 4.25020
N 1.64366 1.39557 3.68172
H 3.70706 3.71546 4.04495
H 2.52579 3.14807 5.13822
H 1.36109 0.74247 2.96498
H 1.08578 1.61387 4.49487
C -3.74221 1.63345 -0.71947
O -4.77566 1.93906 -1.31712
N -2.96968 2.50596 -0.12994
N -3.49200 0.40000 -0.45619
H -3.08391 3.47055 -0.40674
H -2.34009 2.21342 0.60364
H -2.63155 0.24942 0.05082
H -4.04671 -0.28955 -0.94294
C 4.52336 -0.19951 -0.99076
O 4.18913 0.71364 -0.25430
N 3.65980 -1.04122 -1.50610
N 5.73851 -0.41586 -1.31430
H 4.00158 -1.69742 -2.19362
H 2.67633 -1.08152 -1.27967
H 5.94245 -1.18997 -1.93015
H 6.43739 0.10920 -0.80835
```

Atom charges from the Mulliken analysis, given in e for atoms 1 to 6: number 1, Ag, carries 0.739; number 2, Cl, carries 1.237; number 3, O, carries -0.598; number 4, O, carries -0.390; number 5, O, carries -0.331; number 6, O, carries -0.729

[2]
Below is a molecular structure, C12H40BO6PdS6 at a distorted geometry, with properties calculated with ωB97M-V/def2-TZVPD.

Summary:
- 2S+1: 4
- E: -3473.52978 Ha
- Frontier orbital gap (alpha / beta): 10.123 / 5.845 eV
- LUMO energy (alpha / beta): -4.236 / -8.473 eV
- <S²>: 3.757
- M: 590.08 Da
- Net charge: +2

```
66
C12H40BO6PdS6 | the Open Molecules 2025 dataset | ωB97M-V/def2-TZVPD
Pd -0.05986 0.84955 -0.21570
B -0.02099 2.82194 -1.18106
H -0.49552 2.03058 -1.74034
H -0.10994 3.73017 -1.75678
H -0.59437 2.88085 -0.26892
H 1.01501 2.66266 -0.92498
C -2.73846 -0.17655 3.45449
S -2.37435 1.41776 2.59552
O -1.58609 1.08429 1.35050
C -4.11424 1.75448 2.07502
H -1.85600 -0.79848 3.30424
H -3.49643 -0.67997 2.85436
H -2.89965 0.20300 4.46348
H -4.49078 2.38027 2.88415
H -4.77546 0.89022 2.01224
H -4.05141 2.22365 1.09317
C -3.13230 -2.44293 0.03139
S -3.46222 -0.67233 -0.37872
O -2.16545 0.00441 -0.87916
C -4.53758 -1.13747 -1.74697
H -3.90366 -3.09887 -0.37216
H -2.98769 -2.67674 1.08615
H -2.16520 -2.64868 -0.42740
H -4.97928 -0.23591 -2.17147
H -5.27084 -1.87760 -1.42663
H -3.84375 -1.58866 -2.45630
C 2.19599 -1.73462 2.04292
S 0.49177 -2.18162 1.58675
O 0.05333 -1.04622 0.64175
C 0.89581 -3.52486 0.42785
H 2.19131 -0.66845 2.26956
H 2.87867 -1.84189 1.19998
H 2.67791 -2.26127 2.86663
H -0.00276 -3.90239 -0.06015
H 1.06754 -4.36119 1.10546
H 1.68196 -3.27274 -0.28384
C 1.33986 2.67646 3.74175
S 2.12947 2.29253 2.15465
O 1.07407 1.42939 1.53564
C 1.98148 3.91404 1.32253
H 1.76253 3.52219 4.28415
H 1.46838 1.73111 4.26889
H 0.28982 2.95668 3.65818
H 2.41031 3.79956 0.32699
H 2.45238 4.76243 1.81909
H 0.92851 4.01139 1.05819
C 4.53726 -0.79741 -0.85561
S 3.14537 0.15768 -1.62936
O 2.06004 0.36212 -0.59645
C 4.05051 1.76644 -1.65103
H 4.16865 -1.79714 -0.62591
H 4.95330 -0.41113 0.07487
H 5.37443 -0.73383 -1.55072
H 4.32616 1.89973 -0.60491
H 3.29445 2.52375 -1.85832
H 4.87956 1.76319 -2.35867
C -1.41551 -1.40149 -3.96820
S -0.40047 -1.71972 -2.48449
O 0.09994 -0.33605 -2.06587
C 0.95044 -2.49013 -3.40934
H -0.82317 -0.87020 -4.71316
H -2.19841 -0.74809 -3.58320
H -1.77303 -2.33088 -4.41150
H 1.57542 -1.82131 -4.00110
H 0.61786 -3.23249 -4.13488
H 1.70525 -2.98352 -2.79702
```

Atom charges from the Mulliken analysis, given in e for atoms 1 to 6: number 1, Pd, carries -0.443; number 2, B, carries 1.702; number 3, H, carries -0.166; number 4, H, carries -0.099; number 5, H, carries -0.196; number 6, H, carries -0.786

[3]
Below is a molecular structure, C12H40BO8V at a distorted geometry, with properties calculated with ωB97M-V/def2-TZVPD.

Summary:
- Energy relative to the best compared isomer or geometry (same formula, charge and spin): 1042.1 kJ/mol
- E: -2051.51788 Ha
- Frontier orbital gap: 3.410 eV
- LUMO energy: -5.133 eV
- M: 374.20 Da
- Net charge: 0

```
62
C12H40BO8V | the Open Molecules 2025 dataset | ωB97M-V/def2-TZVPD
O 1.20430 3.88804 1.17474
V -0.21173 3.25817 1.58902
O -1.13665 4.22063 2.47191
B -1.48147 -0.71122 0.12009
H -0.45280 -0.39388 0.04676
H -1.53576 -1.77575 -0.04743
H -1.86303 -0.45284 1.09574
H -2.12741 -0.29154 -0.63547
C -1.31510 -5.18052 4.68437
O -2.40260 -5.57105 3.92605
H -1.27610 -4.09522 4.77775
H -1.48893 -5.60041 5.67512
H -0.37436 -5.52902 4.25816
H -2.37882 -5.00235 3.15299
C 6.60133 -0.24609 -1.77909
O 5.90821 -0.11930 -2.98158
H 7.36100 -1.02424 -1.85319
H 7.03694 0.67814 -1.39943
H 5.92525 -0.52793 -0.97189
H 5.27312 -0.83448 -3.06382
C -7.20283 -0.20888 -3.42946
O -7.08161 -0.94190 -2.25069
H -7.28593 -0.80301 -4.33952
H -8.06694 0.42108 -3.21836
H -6.51982 0.63017 -3.56208
H -6.15474 -1.12518 -2.08060
C 4.07521 2.75429 6.16618
C 3.65437 1.34600 5.59763
C 3.89006 0.19390 6.42403
O 2.28489 1.39174 5.52414
H 3.77505 3.56824 5.50625
H 5.15494 2.77151 6.31443
H 3.63935 2.91407 7.15238
H 4.12464 1.19858 4.62540
H 4.91765 -0.11071 6.62244
H 3.42215 -0.74892 6.14072
H 3.53611 0.27885 7.45145
H 1.87344 1.56027 6.37497
C -4.10500 6.93494 -1.97645
C -3.21405 6.49373 -3.09654
C -2.54117 7.79068 -3.59461
O -2.28521 5.67559 -2.49617
H -3.52153 7.46075 -1.22067
H -4.47459 6.04955 -1.45918
H -4.91578 7.51261 -2.42031
H -3.74845 5.93960 -3.86821
H -1.68670 7.43025 -4.16741
H -2.03812 8.25330 -2.74547
H -3.21215 8.48124 -4.10549
H -2.05693 5.03545 -3.17419
C -0.03758 -6.32903 -3.52359
C 1.32206 -5.83290 -3.17559
C 2.52982 -6.60946 -3.51700
O 1.35013 -4.54156 -3.77572
H -0.82908 -5.58056 -3.48596
H -0.22141 -7.01926 -2.70025
H -0.08289 -6.80505 -4.50311
H 1.36752 -5.66930 -2.09890
H 2.66019 -6.59008 -4.59900
H 2.41554 -7.63273 -3.15929
H 3.39891 -6.13148 -3.06498
H 0.62495 -4.09564 -3.33203
```

Atom charges from the Mulliken analysis, given in e for atoms 1 to 6: number 1, O, carries -0.502; number 2, V, carries 1.816; number 3, O, carries -0.505; number 4, B, carries 0.011; number 5, H, carries -0.245; number 6, H, carries -0.186